IY2 | the ωB97M-V functional and the def2-TZVPD basis

Computed properties:
E_LUMO = -23.57 eV
E_tot = -10109.9927 eV
Orbital gap = 8.01 eV
Multiplicity = 1
Largest force on an atom = 1.14 eV/A
HOMO = -1.161 Ha
Net charge = +5

The geometry in XYZ format:
```
3
Properties=species:S:1:pos:R:3:forces:R:3
Y -1.09591 0.95510 2.44746 -0.32 0.32 0.96
Y 0.51060 -0.73729 -2.69052 0.28 -0.33 -1.06
I 0.58531 -0.21781 0.24306 0.03 0.00 0.10
```
Forces are in eV/Å.

C33H37N7O | the ωB97M-V functional and the def2-TZVPD basis

Computed properties:
E_LUMO = 0.71 eV
E_tot = -47296.6773 eV
Orbital gap = 9.90 eV
Structure (SMILES) = CCOCC[C@H](C#N)CC#N.c1ccncc1.c1ccncc1.c1ccncc1.c1ccncc1.c1ccncc1
Multiplicity = 1
Largest force on an atom = 5.66 eV/A
HOMO = -0.338 Ha
Net charge = 0

The geometry in XYZ format:
```
78
Properties=species:S:1:pos:R:3:forces:R:3
C 3.30306 -1.02130 0.58919 0.10 -0.44 -0.39
C 2.96655 -2.14004 -0.46864 0.98 0.49 1.10
O 2.08065 -3.08775 0.14200 -0.48 0.26 -0.72
C 0.99332 -3.45917 -0.68628 -0.41 -0.61 -0.14
C -0.27250 -2.52577 -0.61696 0.29 -0.50 -0.12
C -0.10962 -1.23569 0.22924 -2.01 0.92 -0.04
C -1.44149 -1.02052 0.95233 4.99 -0.78 -2.56
N -2.37015 -1.01543 1.57405 -3.68 0.26 2.19
C 0.14993 0.06323 -0.59587 -0.58 0.26 0.15
C -0.86450 0.30416 -1.68457 3.31 -0.97 3.01
N -1.45354 0.47254 -2.62811 -1.55 0.59 -2.21
H 2.85804 -1.30786 1.55941 0.24 0.18 -0.44
H 2.93067 -0.02501 0.29464 0.13 -0.40 0.20
H 4.39935 -0.96019 0.71727 -0.55 0.10 0.00
H 3.92724 -2.66354 -0.69137 -0.83 0.31 -0.28
H 2.53817 -1.69126 -1.38385 0.16 -0.40 0.29
H 1.31092 -3.58172 -1.74309 0.00 0.23 0.50
H 0.66554 -4.46819 -0.36612 0.32 0.52 -0.01
H -1.10815 -3.11407 -0.19470 0.48 0.27 -0.13
H -0.57909 -2.30417 -1.65999 0.10 0.22 0.63
H 0.64267 -1.28832 1.02981 -0.15 -0.23 -0.45
H 1.16943 0.01769 -1.01028 -0.57 0.15 -0.19
H 0.09100 0.93284 0.09069 0.25 -0.47 -0.25
N 6.01643 -3.95568 -1.92762 0.18 -0.24 0.10
C 5.59746 -5.22353 -1.94051 -0.09 0.25 -0.04
C 6.40534 -6.30669 -1.63261 0.04 0.02 0.00
C 7.72631 -6.06376 -1.29486 0.07 -0.09 0.03
C 8.18441 -4.75671 -1.27639 -0.03 -0.03 -0.01
C 7.29308 -3.74526 -1.59748 -0.21 0.14 -0.07
H 4.55708 -5.36507 -2.21372 0.01 -0.07 0.02
H 6.00974 -7.31318 -1.65729 -0.02 0.03 -0.01
H 8.39085 -6.88303 -1.04874 -0.02 0.02 -0.01
H 9.20935 -4.52632 -1.01831 -0.02 0.03 -0.01
H 7.60539 -2.70632 -1.59317 0.06 -0.03 0.01
N -3.16236 0.41921 -6.87586 -0.13 0.20 0.16
C -2.81134 0.60790 -5.60024 0.05 -0.14 -0.25
C -3.33243 1.60962 -4.79626 -0.18 0.18 -0.10
C -4.26932 2.46916 -5.34747 -0.04 0.02 -0.01
C -4.64740 2.29393 -6.66955 0.01 0.00 0.05
C -4.06770 1.25802 -7.38484 0.13 -0.20 -0.05
H -2.07342 -0.08631 -5.21408 -0.01 0.06 0.09
H -3.01363 1.71263 -3.77156 0.02 -0.03 -0.04
H -4.70033 3.26624 -4.75348 0.01 -0.02 -0.01
H -5.37557 2.94508 -7.13511 0.01 -0.03 -0.02
H -4.33451 1.07932 -8.42130 -0.04 0.06 0.01
N -4.95104 -2.72472 -1.08655 0.00 0.08 -0.23
C -6.02032 -2.85515 -1.87396 0.10 -0.06 0.22
C -6.14161 -2.25175 -3.11612 0.04 0.04 0.00
C -5.09453 -1.46406 -3.56711 -0.05 0.02 -0.09
C -3.97400 -1.31217 -2.76553 -0.03 0.01 -0.21
C -3.95408 -1.96212 -1.54233 -0.13 -0.17 0.10
H -6.81500 -3.47852 -1.47737 -0.03 0.01 -0.06
H -7.03242 -2.39520 -3.71356 0.00 -0.01 0.03
H -5.14978 -0.97373 -4.53240 0.02 0.00 0.02
H -3.13494 -0.70302 -3.08560 -0.30 -0.22 0.11
H -3.10018 -1.87651 -0.88189 -0.01 0.07 -0.01
N 0.43762 1.69358 2.26202 0.02 0.06 0.31
C 1.43821 2.43532 2.74976 -0.06 -0.11 -0.18
C 1.52092 2.84322 4.06980 -0.03 -0.07 -0.03
C 0.50839 2.46581 4.93770 -0.01 -0.08 0.13
C -0.53922 1.69875 4.45602 0.17 0.08 0.00
C -0.52731 1.33916 3.11737 0.03 0.06 -0.19
H 2.20552 2.70934 2.03287 0.03 0.03 0.06
H 2.35522 3.44144 4.41010 -0.03 0.02 -0.03
H 0.53605 2.76609 5.97610 -0.01 0.03 -0.05
H -1.34763 1.38523 5.10262 -0.01 -0.02 -0.05
H -1.32164 0.73970 2.69604 -0.07 0.05 0.14
N -0.04920 5.41779 5.98939 -0.09 0.31 0.25
C 0.32953 5.61286 7.25494 0.00 -0.13 -0.23
C -0.14284 6.64337 8.05200 -0.01 0.01 -0.01
C -1.05921 7.52662 7.50530 -0.05 0.09 0.05
C -1.46570 7.34512 6.19362 0.03 -0.01 0.05
C -0.93411 6.27973 5.48396 0.12 -0.21 -0.10
H 1.05070 4.89816 7.63906 0.00 0.04 0.07
H 0.19827 6.75093 9.07298 0.01 -0.02 -0.02
H -1.45208 8.34632 8.09446 0.01 -0.02 -0.01
H -2.17915 8.01379 5.73105 0.01 -0.03 -0.02
H -1.22489 6.09527 4.45508 -0.03 0.05 0.01
```
Forces are in eV/Å.

C26H21BrMgO2P | the ωB97M-V functional and the def2-TZVPD basis

Computed properties:
E_LUMO = 2.67 eV
E_tot = -116179.9746 eV
Orbital gap = 7.04 eV
Multiplicity = 1
Largest force on an atom = 0.68 eV/A
HOMO = -0.161 Ha
Net charge = -1

The geometry in XYZ format:
```
52
Properties=species:S:1:pos:R:3:forces:R:3
Mg 0.02587 -0.77013 0.28166 0.05 0.09 -0.02
O -3.87376 -1.57555 0.47528 -0.02 -0.07 -0.02
C -3.05400 -0.98712 -0.21062 0.35 0.48 -0.21
O -1.78209 -1.10002 -0.18678 -0.34 -0.48 0.34
C -3.53694 0.03966 -1.24016 -0.05 0.06 0.01
C -4.87989 -0.03831 -1.61088 0.02 0.03 -0.05
C -5.42186 0.82731 -2.54247 0.01 0.01 0.00
C -4.62290 1.81588 -3.10630 0.00 -0.02 0.02
C -3.29743 1.91990 -2.72693 0.02 -0.02 0.02
C -2.72803 1.03757 -1.80193 0.01 -0.01 -0.01
P -0.94689 1.35693 -1.35235 -0.01 0.09 0.08
C -1.18791 3.06513 -0.70752 -0.04 0.00 0.04
C -1.96390 3.08259 0.45838 0.02 0.03 0.02
C -2.19405 4.25713 1.15266 0.00 -0.01 -0.02
C -1.64636 5.45230 0.70020 0.00 -0.02 -0.01
C -0.88030 5.45200 -0.45295 -0.02 -0.06 -0.01
C -0.65312 4.26896 -1.15166 -0.06 0.00 0.02
C -0.19448 1.35652 -3.02365 -0.18 -0.10 -0.03
C -0.54527 0.23439 -3.78341 -0.01 0.05 -0.11
C 0.00827 0.01890 -5.03291 0.04 0.01 0.01
C 0.94194 0.91117 -5.54656 -0.02 -0.02 0.01
C 1.33152 2.00068 -4.78617 -0.05 -0.02 0.07
C 0.77494 2.21766 -3.52899 0.07 -0.07 0.01
H -5.47772 -0.80643 -1.13844 0.00 0.00 0.00
H -6.46391 0.73976 -2.82743 0.02 0.00 0.01
H -5.03428 2.50707 -3.83219 0.01 0.00 0.01
H -2.68331 2.70425 -3.15691 0.00 -0.02 0.01
H -2.38639 2.15499 0.83249 0.01 0.00 0.00
H -2.79483 4.23773 2.05370 0.01 0.00 -0.01
H -1.81632 6.37297 1.24423 0.00 -0.01 0.00
H -0.44915 6.37618 -0.81875 0.00 -0.01 0.00
H -0.05481 4.31541 -2.04493 0.06 -0.05 -0.13
H -1.25171 -0.48461 -3.38325 0.01 0.02 -0.03
H -0.27860 -0.85878 -5.59875 0.01 0.01 0.01
H 1.38039 0.74171 -6.52216 -0.01 0.00 0.00
H 2.08567 2.68319 -5.15849 -0.01 0.00 0.01
H 1.15081 3.03897 -2.94259 0.01 0.10 0.13
C 0.88542 0.22087 1.99778 0.16 0.28 -0.17
C 1.89267 1.12219 1.37972 -0.15 -0.08 0.07
C 3.12494 0.64562 0.89740 0.00 0.00 -0.03
C 4.02135 1.47179 0.23747 -0.03 -0.04 0.02
C 3.73316 2.81598 0.02221 -0.05 -0.05 0.02
C 2.52371 3.31196 0.49199 -0.04 -0.04 0.04
C 1.62801 2.48438 1.15756 0.02 0.03 0.01
H 0.14679 0.78925 2.57011 0.02 -0.03 0.00
H 1.34483 -0.52561 2.64968 0.03 -0.02 -0.04
H 3.35505 -0.40744 1.01403 0.02 0.01 0.00
H 4.95249 1.05504 -0.13055 -0.01 0.00 0.01
H 4.43085 3.45650 -0.50362 0.00 0.00 0.01
H 2.26953 4.35634 0.34250 -0.01 -0.01 0.01
H 0.69401 2.89796 1.52433 0.00 0.01 -0.03
Br 1.42604 -2.22072 -1.10058 0.11 -0.03 -0.09
```
Forces are in eV/Å.

C2H3O3S | the ωB97M-V functional and the def2-TZVPD basis

Computed properties:
E_LUMO = 1.94 eV
E_tot = -19097.0584 eV
Orbital gap = 4.76 eV
Multiplicity = 1
Largest force on an atom = 2.06 eV/A
HOMO = -0.104 Ha
Net charge = -1

The geometry in XYZ format:
```
9
Properties=species:S:1:pos:R:3:forces:R:3
C 3.29476 -0.55802 -1.56330 0.18 0.63 -1.39
C 2.38468 -0.92819 -0.86496 0.92 0.07 0.87
O -4.10179 -0.56634 2.16783 1.00 0.43 -0.37
O -3.73328 1.78778 1.66915 1.05 -1.43 -0.05
O 0.07950 0.20090 -0.25782 -0.32 -0.12 0.27
S -3.14314 0.45099 1.76515 -1.79 0.97 0.31
H 3.81701 -0.03324 -2.35988 -0.26 -0.55 0.66
H -0.52659 0.86478 -0.60576 0.04 0.05 -0.04
H 1.92886 -1.21865 0.04959 -0.81 -0.05 -0.25
```
Forces are in eV/Å.

C4H10 | the ωB97M-V functional and the def2-TZVPD basis

Computed properties:
E_LUMO = 1.20 eV
E_tot = -4309.3676 eV
Orbital gap = 10.84 eV
Structure (SMILES) = C=CC.C
Multiplicity = 1
Largest force on an atom = 0.26 eV/A
HOMO = -0.354 Ha
Net charge = 0

The geometry in XYZ format:
```
14
Properties=species:S:1:pos:R:3:forces:R:3
C 2.05779 0.82625 -0.14421 -0.01 0.01 -0.02
C -1.33507 0.02812 -0.09377 -0.09 -0.07 -0.15
C -0.91833 -0.65007 1.17908 0.04 -0.05 0.03
C -1.31189 -0.53744 -1.29683 -0.03 0.06 0.12
H 2.91551 0.15042 -0.18684 -0.09 0.13 -0.01
H 2.31322 1.78549 -0.60137 0.03 -0.15 0.07
H 1.78052 0.98892 0.90111 0.04 -0.02 -0.18
H -1.68037 1.05862 -0.00055 0.00 -0.16 -0.03
H -1.79372 -0.90752 1.78840 0.12 0.06 -0.08
H -0.28291 0.00248 1.78848 -0.10 -0.09 -0.11
H -0.36290 -1.57070 0.97302 -0.11 0.11 0.03
H -1.63570 -0.00440 -2.18686 0.04 -0.06 0.15
H -0.96030 -1.55872 -1.43623 -0.05 0.14 0.04
H 1.21417 0.38855 -0.68342 0.20 0.08 0.14
```
Forces are in eV/Å.

C7H16NO7V | the ωB97M-V functional and the def2-TZVPD basis

Computed properties:
E_LUMO = -4.84 eV
E_tot = -49018.7723 eV
Orbital gap = 2.56 eV
Multiplicity = 1
Largest force on an atom = 6.30 eV/A
HOMO = -0.272 Ha
Net charge = 0

The geometry in XYZ format:
```
32
Properties=species:S:1:pos:R:3:forces:R:3
O 10.44712 -0.32882 2.25859 0.24 -0.14 0.49
V 10.65764 1.08715 1.70570 -2.86 -0.37 -5.60
O 10.04165 0.99840 0.12204 2.28 0.68 5.26
O 4.78570 2.62253 4.20914 -1.26 0.42 0.19
C 5.52066 3.71135 4.27409 2.60 1.55 0.42
O 5.19101 4.79674 4.76733 -2.59 0.42 0.75
O 6.66627 3.68370 3.88867 4.18 -1.39 -2.02
H 4.07495 3.19365 4.50957 -2.58 -1.17 0.51
C -2.00994 2.50552 0.41220 0.21 1.04 0.83
O -3.02257 1.58641 0.54803 -0.59 -2.97 0.82
C -2.66785 0.28512 1.19138 -0.14 1.62 -1.23
C -1.67665 -0.57290 0.45442 0.81 -0.15 -1.71
N -1.93908 -0.86768 -0.96622 0.27 0.83 0.43
C -3.21508 -1.49103 -1.21302 2.22 -0.59 0.15
C -3.21179 -2.03487 -2.65195 -1.77 -0.56 0.54
O -2.24893 -3.08381 -2.85691 1.19 0.18 -0.74
C -1.99907 -3.59015 -4.25332 -2.71 1.26 1.48
H -2.44871 3.31874 -0.16594 0.57 -0.25 -0.83
H -1.05902 2.07329 0.10071 -0.07 0.25 -0.65
H -1.82379 3.03486 1.34668 0.28 -0.18 0.66
H -3.62089 -0.24035 1.25216 0.04 0.21 0.35
H -2.18978 0.43529 2.15936 -0.48 0.29 0.37
H -1.57890 -1.49651 1.02494 -0.10 -0.29 0.39
H -0.67798 -0.14085 0.39054 0.05 0.28 0.64
H -1.24627 -1.53947 -1.26424 0.32 0.09 -0.10
H -3.96072 -0.76316 -0.89313 -0.57 -0.33 -0.83
H -3.21924 -2.35809 -0.55250 -0.87 -0.49 0.22
H -3.22589 -1.20656 -3.36032 0.57 -0.15 -0.31
H -4.20370 -2.48632 -2.63169 -0.37 -0.26 -0.90
H -2.33816 -2.80262 -4.92631 0.98 0.36 -0.26
H -2.79009 -4.31275 -4.45391 0.27 -0.68 0.22
H -1.01106 -4.01685 -4.42609 -0.09 0.49 0.46
```
Forces are in eV/Å.

Please write out number 6 again, unchanged.
C7H16NO7V | the ωB97M-V functional and the def2-TZVPD basis

Computed properties:
E_LUMO = -4.84 eV
E_tot = -49018.7723 eV
Orbital gap = 2.56 eV
Multiplicity = 1
Largest force on an atom = 6.30 eV/A
HOMO = -0.272 Ha
Net charge = 0

The geometry in XYZ format:
```
32
Properties=species:S:1:pos:R:3:forces:R:3
O 10.44712 -0.32882 2.25859 0.24 -0.14 0.49
V 10.65764 1.08715 1.70570 -2.86 -0.37 -5.60
O 10.04165 0.99840 0.12204 2.28 0.68 5.26
O 4.78570 2.62253 4.20914 -1.26 0.42 0.19
C 5.52066 3.71135 4.27409 2.60 1.55 0.42
O 5.19101 4.79674 4.76733 -2.59 0.42 0.75
O 6.66627 3.68370 3.88867 4.18 -1.39 -2.02
H 4.07495 3.19365 4.50957 -2.58 -1.17 0.51
C -2.00994 2.50552 0.41220 0.21 1.04 0.83
O -3.02257 1.58641 0.54803 -0.59 -2.97 0.82
C -2.66785 0.28512 1.19138 -0.14 1.62 -1.23
C -1.67665 -0.57290 0.45442 0.81 -0.15 -1.71
N -1.93908 -0.86768 -0.96622 0.27 0.83 0.43
C -3.21508 -1.49103 -1.21302 2.22 -0.59 0.15
C -3.21179 -2.03487 -2.65195 -1.77 -0.56 0.54
O -2.24893 -3.08381 -2.85691 1.19 0.18 -0.74
C -1.99907 -3.59015 -4.25332 -2.71 1.26 1.48
H -2.44871 3.31874 -0.16594 0.57 -0.25 -0.83
H -1.05902 2.07329 0.10071 -0.07 0.25 -0.65
H -1.82379 3.03486 1.34668 0.28 -0.18 0.66
H -3.62089 -0.24035 1.25216 0.04 0.21 0.35
H -2.18978 0.43529 2.15936 -0.48 0.29 0.37
H -1.57890 -1.49651 1.02494 -0.10 -0.29 0.39
H -0.67798 -0.14085 0.39054 0.05 0.28 0.64
H -1.24627 -1.53947 -1.26424 0.32 0.09 -0.10
H -3.96072 -0.76316 -0.89313 -0.57 -0.33 -0.83
H -3.21924 -2.35809 -0.55250 -0.87 -0.49 0.22
H -3.22589 -1.20656 -3.36032 0.57 -0.15 -0.31
H -4.20370 -2.48632 -2.63169 -0.37 -0.26 -0.90
H -2.33816 -2.80262 -4.92631 0.98 0.36 -0.26
H -2.79009 -4.31275 -4.45391 0.27 -0.68 0.22
H -1.01106 -4.01685 -4.42609 -0.09 0.49 0.46
```
Forces are in eV/Å.

Q: What is the formula in the third record?
A: C26H21BrMgO2P

Q: What is the formula in the fourth record?
A: C2H3O3S